C31H30F3N3O3S | ωB97M-V/def2-TZVPD

CARTESIAN COORDINATES (ANGSTROEM)
S -3.89235 1.19196 1.90265
F -4.73006 -1.32169 2.09131
F -5.98939 -0.01371 0.82784
F -6.10220 0.13478 3.03402
O -3.37484 1.43766 3.24255
O -4.41381 2.37978 1.26786
O 4.42478 0.19623 -2.41317
N -3.65681 -5.12229 6.63439
N 1.65225 -0.47634 -0.31023
N 3.44686 -1.51974 -1.18014
C -2.46873 0.30771 0.93616
C 3.54603 -0.23785 -1.67065
C 2.05194 2.25101 -2.97705
C -0.24015 -0.99211 1.11926
C 4.41969 -2.54208 -1.49725
C -2.22207 1.14779 -1.51176
C 2.68074 3.02308 -5.15910
C 1.45425 -2.90987 -0.82402
C 2.67640 3.36313 -2.38087
C -3.24023 -4.30720 5.89894
C 3.40003 4.22793 -3.19908
C 2.37267 0.54689 -1.08810
C 3.47894 4.01969 -4.57434
C -1.25888 3.31261 -1.98678
C -2.08929 1.37864 -0.13581
C 1.42914 1.17562 -2.12565
C -1.60590 -2.99966 2.81184
C 0.51882 -0.13075 0.38552
C -2.79975 -3.36600 4.91615
C -1.77902 2.09994 -2.44898
C -5.28611 -0.07737 1.97879
C -1.94053 -1.61850 2.81297
C -1.48749 -0.59295 1.77143
C -1.73406 2.67498 0.28842
C -2.67346 -1.19808 3.92073
C 2.33044 -1.78338 -0.26935
C 2.86481 -2.13701 1.12761
C -1.23172 3.60834 -0.62047
C 1.93941 2.16232 -4.36209
C -3.06152 -1.99667 4.99980
C -2.04885 -3.84377 3.83870
H 0.56449 1.58910 -1.57828
H -1.37067 0.44947 2.29253
H -3.50467 -1.53705 5.91954
H 0.49748 -2.95758 -0.30214
H 4.95396 -2.89083 -0.59979
H 3.66683 -1.43634 1.39413
H 2.08126 -2.07603 1.88651
H 3.92301 5.07013 -2.74522
H 5.15938 -2.14205 -2.19768
H -2.98154 -0.53489 0.46662
H 0.25468 0.94088 0.33707
H 4.14214 4.62501 -5.19827
H 2.59380 3.52282 -1.30254
H 0.14735 -1.99832 1.31322
H 1.97356 -3.86925 -0.70862
H -2.60978 0.17850 -1.84822
H 1.29210 1.39300 -4.80713
H 3.94928 -3.42093 -1.96398
H -2.95735 -0.16985 4.05741
H -1.72190 -4.88644 3.84287
H -1.73864 2.95703 1.34128
H 1.06800 0.33468 -2.76052
H -1.89113 1.86114 -3.52246
H -0.91210 4.03640 -2.71502
H 1.23287 -2.72146 -1.88128
H -0.86338 4.59199 -0.29135
H 3.27319 -3.15474 1.11548
H 2.65535 2.91729 -6.23372
H 2.77447 1.32741 -0.40309
H -1.01201 -3.45217 2.02058

Values from the calculation:
HOMO (eV): -7.97
HOMO-LUMO gap (eV): 7.98
Total energy (Ha): -2286.9531
ΔE to the lowest compared entry with this formula, charge and spin (kcal/mol): 0.0
SMILES: CN1C(=O)[C@@H](Cc2ccccc2)N(/C=C/[C@H](c2ccc(C#N)cc2)[C@H](c2ccccc2)S(=O)(=O)C(F)(F)F)C1(C)C

***

C31H30N4O2 | ωB97M-V/def2-TZVPD

CARTESIAN COORDINATES (ANGSTROEM)
O 0.16934 -5.17887 1.52970
O 1.76098 -4.96222 0.03592
N 5.25184 1.17734 3.07126
N 1.42421 -5.30703 6.74575
N 5.86909 3.76584 7.25128
N 1.15180 -4.56135 1.05378
C 1.44001 -1.86466 3.57286
C 3.33509 -0.26648 3.97164
C 5.67683 2.44683 7.06159
C 5.19314 -1.42771 5.66089
C 7.65823 2.97807 5.92135
C 3.58789 2.45275 8.40200
C 3.53053 -4.72990 6.08841
C 0.58355 -2.59884 7.25396
C 4.59605 1.72008 7.58216
C 4.22205 -2.39641 6.03003
C 1.59800 -3.37592 1.69996
C 1.96570 -2.94561 6.82063
C 7.11556 4.22395 6.66717
C 2.93766 -2.01558 6.51024
C 6.68162 1.89652 6.23928
C 1.97934 -6.56168 6.27365
C 2.29668 -4.28949 6.60475
C 4.57944 0.36408 7.30356
C 5.43226 -0.19145 6.29553
C 4.99535 4.57215 8.06327
C 2.78122 -2.74696 1.25604
C 3.45259 -6.21368 5.93809
C 0.03029 -5.08954 7.04082
C 3.59438 3.96505 8.12047
C 3.31263 -1.71078 1.99391
C 4.49375 -3.78921 5.80589
C 6.56323 0.58516 5.85580
C 2.68965 -1.25561 3.20043
C 0.91310 -2.91178 2.85062
C -0.15788 -3.80539 7.84647
C 4.37069 0.48488 3.43930
H 4.21511 -1.21100 1.63923
H 7.70449 3.16361 4.84154
H 4.12141 -6.72794 6.64077
H 0.87908 -1.45994 4.41975
H 6.94257 5.06835 5.98513
H 0.02347 -2.19641 6.39320
H 7.81489 4.56654 7.44624
H 8.67401 2.74057 6.25938
H 3.89376 -0.26563 7.86671
H 1.90080 -7.33839 7.04767
H 2.59194 2.04832 8.18436
H 0.21406 -3.96674 8.86500
H 2.66212 -0.96963 6.62927
H 5.47706 -4.08025 5.43143
H 3.71572 -6.54848 4.92826
H 7.28861 0.12728 5.18345
H -0.01809 -3.40932 3.12971
H 5.39923 4.65281 9.08767
H -1.22386 -3.57544 7.91520
H 2.85898 0.09744 4.88031
H 3.09563 4.13549 7.15855
H 4.96680 5.58278 7.63824
H -0.34138 -5.95929 7.59593
H -0.54880 -5.02088 6.10079
H 5.94559 -1.75081 4.93433
H 0.62803 -1.78942 7.99426
H 1.44088 -6.92529 5.38364
H 3.25350 -3.10508 0.34175
H 3.01218 4.47998 8.88914
H 3.77400 2.27267 9.47171

Values from the calculation:
HOMO (eV): -6.12
HOMO-LUMO gap (eV): 4.70
Total energy (Ha): -1568.6509
ΔE to the lowest compared entry with this formula, charge and spin (kcal/mol): 0.9

***

C31H30N5Ru | ωB97M-V/def2-TZVPD

CARTESIAN COORDINATES (ANGSTROEM)
Ru -0.08064 0.43735 -0.30386
N -0.32104 -1.63795 -0.38847
N -0.12658 2.56962 -0.43812
N -0.03857 0.94991 1.73957
N 2.10782 0.47291 0.14359
N -1.99322 0.72070 -1.30050
C 4.88124 0.20721 0.17249
C -1.09774 2.93050 -1.49990
C -0.09598 2.76354 3.27411
C -2.29103 2.03175 -1.42821
C 1.18261 3.15654 -0.81751
C -1.24119 -2.40708 0.21754
C 1.93647 -1.88865 -3.22958
C 0.27091 1.91339 4.30447
C -2.99785 -0.16402 -1.43051
C -3.20826 -3.90258 1.48733
C -2.89255 -2.61855 1.97180
C -2.57516 -4.42718 0.35205
C 2.27533 2.92981 0.19949
C 0.49077 0.57084 4.02873
C 2.47111 -3.17061 -3.04650
C 0.59936 -2.19989 -1.24804
C -0.65833 3.09055 0.84571
C -4.62118 1.56580 -1.62013
C 1.01534 -1.40824 -2.33746
C -4.31499 0.21580 -1.58705
C 4.28295 1.45256 0.12339
C -3.58117 2.48764 -1.56515
C 4.06794 -0.90735 0.30299
C 2.89915 1.56649 0.12958
C 2.70401 -0.72678 0.28592
C 0.33110 0.12721 2.73485
C 1.15825 -3.48397 -1.06053
C -1.61750 -3.69377 -0.29346
C 2.07605 -3.96349 -1.97176
C -1.93800 -1.87383 1.34573
C -0.23377 2.25367 1.99845
H 0.78301 -0.12412 4.80448
H 0.49921 -0.90822 2.47097
H -1.38545 3.98010 -1.43573
H -3.77450 3.54945 -1.65198
H 3.20764 -3.54914 -3.74561
H 2.05701 -1.57536 0.43238
H 1.05889 4.22880 -0.99127
H 2.23616 -1.29340 -4.08306
H 0.39521 2.29464 5.31000
H 0.53977 -0.44720 -2.52127
H -1.68122 -0.88984 1.69786
H 5.95986 0.11139 0.14184
H -0.61404 2.78740 -2.46524
H -0.26710 3.81726 3.45995
H -3.97789 -4.48391 1.98354
H -5.08325 -0.54145 -1.67992
H 1.47431 2.70850 -1.76503
H -2.73667 -1.21295 -1.43709
H -2.86319 -5.39888 -0.02751
H 2.49163 -4.95550 -1.84627
H 1.91074 3.08749 1.21580
H 3.04482 3.67963 0.03353
H -1.74702 3.04830 0.79884
H 4.48265 -1.90156 0.41249
H 4.88652 2.35102 0.08692
H -3.40872 -2.22856 2.83985
H 0.90340 -4.05824 -0.17827
H -1.18708 -4.05302 -1.21819
H -5.64682 1.89998 -1.71526
H -0.38355 4.13750 0.98224

Values from the calculation:
HOMO (alpha / beta) (eV): -17.38 / -17.38
HOMO-LUMO gap (alpha / beta) (eV): 5.66 / 5.66
Total energy (Ha): -1567.0454
ΔE to the lowest compared entry with this formula, charge and spin (kcal/mol): 0.0
Net charge: +3

***

What did the second record say?
C31H30N4O2 | ωB97M-V/def2-TZVPD

CARTESIAN COORDINATES (ANGSTROEM)
O 0.16934 -5.17887 1.52970
O 1.76098 -4.96222 0.03592
N 5.25184 1.17734 3.07126
N 1.42421 -5.30703 6.74575
N 5.86909 3.76584 7.25128
N 1.15180 -4.56135 1.05378
C 1.44001 -1.86466 3.57286
C 3.33509 -0.26648 3.97164
C 5.67683 2.44683 7.06159
C 5.19314 -1.42771 5.66089
C 7.65823 2.97807 5.92135
C 3.58789 2.45275 8.40200
C 3.53053 -4.72990 6.08841
C 0.58355 -2.59884 7.25396
C 4.59605 1.72008 7.58216
C 4.22205 -2.39641 6.03003
C 1.59800 -3.37592 1.69996
C 1.96570 -2.94561 6.82063
C 7.11556 4.22395 6.66717
C 2.93766 -2.01558 6.51024
C 6.68162 1.89652 6.23928
C 1.97934 -6.56168 6.27365
C 2.29668 -4.28949 6.60475
C 4.57944 0.36408 7.30356
C 5.43226 -0.19145 6.29553
C 4.99535 4.57215 8.06327
C 2.78122 -2.74696 1.25604
C 3.45259 -6.21368 5.93809
C 0.03029 -5.08954 7.04082
C 3.59438 3.96505 8.12047
C 3.31263 -1.71078 1.99391
C 4.49375 -3.78921 5.80589
C 6.56323 0.58516 5.85580
C 2.68965 -1.25561 3.20043
C 0.91310 -2.91178 2.85062
C -0.15788 -3.80539 7.84647
C 4.37069 0.48488 3.43930
H 4.21511 -1.21100 1.63923
H 7.70449 3.16361 4.84154
H 4.12141 -6.72794 6.64077
H 0.87908 -1.45994 4.41975
H 6.94257 5.06835 5.98513
H 0.02347 -2.19641 6.39320
H 7.81489 4.56654 7.44624
H 8.67401 2.74057 6.25938
H 3.89376 -0.26563 7.86671
H 1.90080 -7.33839 7.04767
H 2.59194 2.04832 8.18436
H 0.21406 -3.96674 8.86500
H 2.66212 -0.96963 6.62927
H 5.47706 -4.08025 5.43143
H 3.71572 -6.54848 4.92826
H 7.28861 0.12728 5.18345
H -0.01809 -3.40932 3.12971
H 5.39923 4.65281 9.08767
H -1.22386 -3.57544 7.91520
H 2.85898 0.09744 4.88031
H 3.09563 4.13549 7.15855
H 4.96680 5.58278 7.63824
H -0.34138 -5.95929 7.59593
H -0.54880 -5.02088 6.10079
H 5.94559 -1.75081 4.93433
H 0.62803 -1.78942 7.99426
H 1.44088 -6.92529 5.38364
H 3.25350 -3.10508 0.34175
H 3.01218 4.47998 8.88914
H 3.77400 2.27267 9.47171

Values from the calculation:
HOMO (eV): -6.12
HOMO-LUMO gap (eV): 4.70
Total energy (Ha): -1568.6509
ΔE to the lowest compared entry with this formula, charge and spin (kcal/mol): 0.9